Arrangement w

C3H2N4O | ωB97M-V/def2-TZVPD

Last column: natural (NBO) charge in e.
Positions of all 10 atoms, in Å:
1 O 0.323 1.552 1.486  -0.477
2 N 0.564 0.942 -0.727  -0.165
3 N -1.374 -0.827 0.135  -0.115
4 N -1.322 0.440 0.283  -0.148
5 N 1.088 -0.068 -1.222  -0.088
6 C -0.257 -1.656 -0.014  -0.088
7 C -0.068 1.049 0.494  0.682
8 C 0.905 -1.259 -0.565  -0.074
9 H 1.752 -1.860 -0.850  0.228
10 H -0.506 -2.765 0.185  0.245

Results
Lowest unoccupied orbital energy in eV: -1.252
HOMO-LUMO gap in eV: 8.50
Structure (SMILES): O=c1nnccnn1
Highest occupied orbital energy in eV: -9.8


Arrangement x

C3H2N4O | ωB97M-V/def2-TZVPD

Last column: natural (NBO) charge in e.
Positions of all 10 atoms, in Å:
1 O 1.368 -1.051 0.017  -0.369
2 N 1.198 1.123 -0.110  -0.254
3 N -0.021 0.601 -0.108  -0.035
4 N -1.244 1.154 0.029  -0.273
5 N -1.301 -1.147 -0.079  -0.489
6 C 0.012 -0.750 -0.125  0.528
7 C 1.946 0.068 0.113  0.332
8 C -1.937 -0.020 0.114  0.154
9 H -2.990 -0.123 0.034  0.205
10 H 2.970 0.145 0.114  0.201

Results
Lowest unoccupied orbital energy in eV: 0.671
HOMO-LUMO gap in eV: 10.85
Structure (SMILES): c1nc2ocnn2n1
Highest occupied orbital energy in eV: -10.2


Arrangement y

C3H2N4O | ωB97M-V/def2-TZVPD

Last column: natural (NBO) charge in e.
Positions of all 10 atoms, in Å:
1 O 2.136 -0.668 0.296  -0.469
2 N -2.470 -1.041 -1.442  0.068
3 N -1.939 0.208 -1.069  -0.164
4 N -0.579 0.562 -1.333  -0.365
5 N -2.375 -1.609 -0.320  -0.151
6 C -1.584 -0.545 0.077  0.228
7 C 1.013 -0.572 0.671  0.366
8 C -0.210 -0.223 -0.032  -0.017
9 H 0.773 -0.675 1.684  0.123
10 H -0.456 1.538 -1.157  0.381

Results
Lowest unoccupied orbital energy in eV: -1.559
HOMO-LUMO gap in eV: 8.63
Highest occupied orbital energy in eV: -10.2


Arrangement z

C3H2N4O | ωB97M-V/def2-TZVPD

Last column: natural (NBO) charge in e.
Positions of all 10 atoms, in Å:
1 O -1.199 1.307 1.590  -0.463
2 N 0.517 1.323 -1.265  -0.011
3 N 1.705 0.798 -0.612  0.039
4 N 1.601 -0.325 -0.219  -0.164
5 N -0.604 1.427 -0.663  -0.148
6 C -0.716 -0.653 0.293  -0.289
7 C 0.465 -1.087 -0.083  -0.035
8 C -0.736 0.762 0.645  0.579
9 H 0.551 -2.301 -0.160  0.241
10 H -1.584 -1.251 0.475  0.250

Results
Lowest unoccupied orbital energy in eV: -1.012
HOMO-LUMO gap in eV: 8.49
Structure (SMILES): O=c1ccnnnn1
Highest occupied orbital energy in eV: -9.5


The computed energies, referenced to the most stable structure and given in hartree, are arrangement w 0.0548; arrangement x 0.0000; arrangement y 0.1734; arrangement z 0.0872.


Arrangement w

C3H6NP | ωB97M-V/def2-TZVPD

Last column: natural (NBO) charge in e.
Positions of all 11 atoms, in Å:
1 P -1.083 -0.389 -0.777  1.402
2 N -0.259 0.727 -1.355  -0.973
3 C 0.975 0.926 0.604  -0.467
4 C -0.703 -1.375 0.559  -1.026
5 C 0.967 0.783 -0.728  -0.034
6 H 1.719 0.974 -1.462  0.209
7 H 0.144 1.044 1.246  0.206
8 H -1.427 -2.174 0.975  0.261
9 H 1.890 0.885 1.090  0.197
10 H 0.213 -1.150 0.948  0.233
11 H -2.436 -0.250 -1.100  -0.007

Results
Lowest unoccupied orbital energy in eV: 0.155
HOMO-LUMO gap in eV: 8.18
Highest occupied orbital energy in eV: -8.0


Arrangement x

C3H6NP | ωB97M-V/def2-TZVPD

Last column: natural (NBO) charge in e.
Positions of all 11 atoms, in Å:
1 P -2.302 1.006 0.363  0.474
2 N -1.529 -0.494 0.771  -0.680
3 C 2.795 0.852 -0.521  -0.223
4 C -0.676 -1.194 0.259  -0.027
5 C 2.734 -0.002 0.311  -0.234
6 H -0.617 -2.186 0.724  0.176
7 H -3.566 0.605 0.018  -0.037
8 H -0.050 -0.773 -0.566  0.161
9 H -2.248 1.476 -0.990  -0.068
10 H 3.054 1.564 -1.222  0.225
11 H 2.404 -0.854 0.853  0.232

Results
Lowest unoccupied orbital energy in eV: 0.889
HOMO-LUMO gap in eV: 10.04
Structure (SMILES): C=NP.C#C
Highest occupied orbital energy in eV: -9.1


Arrangement y

C3H6NP | ωB97M-V/def2-TZVPD

Last column: natural (NBO) charge in e.
Positions of all 11 atoms, in Å:
1 P -1.234 -0.536 -0.157  0.945
2 N -3.866 0.731 0.133  -0.197
3 C -2.862 0.146 0.076  -0.059
4 C 1.386 -0.105 0.157  -0.635
5 C 0.017 0.562 0.350  -0.832
6 H -0.258 1.017 1.300  0.221
7 H 1.433 -0.199 -0.840  0.201
8 H 2.248 0.480 0.440  0.228
9 H 1.534 -1.009 0.680  0.185
10 H -1.059 -1.903 0.180  -0.050
11 H -0.891 -0.800 -1.649  -0.006

Results
Lowest unoccupied orbital energy in eV: 0.037
HOMO-LUMO gap in eV: 7.71
Structure (SMILES): CC=[PH2]C#N
Highest occupied orbital energy in eV: -7.7


Arrangement z

C3H6NP | ωB97M-V/def2-TZVPD

Last column: natural (NBO) charge in e.
Positions of all 11 atoms, in Å:
1 P -1.589 0.430 0.087  1.177
2 N -1.879 -1.042 0.217  -0.914
3 C 0.991 -0.188 0.501  -0.229
4 C 0.230 1.015 -0.077  -0.744
5 C 0.834 -1.354 -0.185  -0.312
6 H 0.336 -1.476 -1.037  0.184
7 H 0.333 1.976 0.406  0.238
8 H -2.175 1.782 -0.301  -0.048
9 H 0.232 1.165 -1.203  0.242
10 H 1.281 -0.058 1.475  0.206
11 H 1.406 -2.250 0.115  0.199

Results
Lowest unoccupied orbital energy in eV: -0.220
HOMO-LUMO gap in eV: 8.94
Structure (SMILES): C=CC[PH]#N
Highest occupied orbital energy in eV: -9.2


The computed energies, referenced to the most stable structure and given in hartree, are arrangement w 0.0000; arrangement x 0.0153; arrangement y 0.0053; arrangement z 0.0217.


Arrangement w

CH2N2O3S2 | ωB97M-V/def2-TZVPD

Last column: natural (NBO) charge in e.
Positions of all 10 atoms, in Å:
1 S -0.726 1.223 -1.958  0.241
2 S -1.060 -0.348 0.544  2.371
3 O -1.850 -1.150 -0.322  -0.872
4 O 2.211 0.559 0.019  -0.547
5 O -1.664 0.184 1.715  -0.866
6 N 0.574 -1.037 0.807  -0.829
7 N -0.052 0.691 -0.256  -0.793
8 C 1.129 0.045 0.171  0.749
9 H 0.988 -1.447 1.670  0.433
10 H 0.449 1.282 -2.391  0.114

Results
Lowest unoccupied orbital energy in eV: -0.823
HOMO-LUMO gap in eV: 9.41
Highest occupied orbital energy in eV: -10.2


Arrangement x

CH2N2O3S2 | ωB97M-V/def2-TZVPD

Last column: natural (NBO) charge in e.
Positions of all 10 atoms, in Å:
1 S 0.863 0.083 -0.137  2.364
2 S -2.089 1.260 0.068  0.249
3 O -1.382 -2.340 0.256  -0.415
4 O 1.150 0.892 -1.257  -0.859
5 O 0.830 0.684 1.171  -0.902
6 N 0.974 -1.448 -0.365  -1.106
7 N -1.119 -0.019 -0.368  -0.849
8 C -1.129 -1.246 -0.041  0.953
9 H 1.295 -1.977 0.474  0.406
10 H -1.198 1.827 0.972  0.158

Results
Lowest unoccupied orbital energy in eV: -0.254
HOMO-LUMO gap in eV: 9.91
Highest occupied orbital energy in eV: -10.2


Arrangement y

CH2N2O3S2 | ωB97M-V/def2-TZVPD

Last column: natural (NBO) charge in e.
Positions of all 10 atoms, in Å:
1 S 1.478 1.936 0.241  0.245
2 S -1.035 0.079 0.203  2.406
3 O -1.774 0.048 1.397  -0.877
4 O -1.608 0.761 -0.895  -0.905
5 O 1.998 -1.226 -0.549  -0.524
6 N 0.575 0.441 0.305  -0.848
7 N -0.341 -1.406 -0.320  -0.852
8 C 0.932 -0.833 -0.230  0.769
9 H 0.366 2.516 -0.348  0.145
10 H -0.590 -2.316 0.197  0.441

Results
Lowest unoccupied orbital energy in eV: 0.044
HOMO-LUMO gap in eV: 10.14
Highest occupied orbital energy in eV: -10.1


The computed energies, referenced to the most stable structure and given in hartree, are arrangement w 0.0243; arrangement x 0.0572; arrangement y 0.0000.


Arrangement w

H20O10 | ωB97M-V/def2-TZVPD

Last column: natural (NBO) charge in e.
Positions of all 30 atoms, in Å:
1 O 3.562 -2.778 -0.349  -0.917
2 O -3.516 -1.395 1.157  -0.929
3 O -0.546 -3.919 1.377  -0.931
4 O -1.388 -1.653 -1.817  -0.930
5 O 2.268 2.761 -0.621  -0.939
6 O -1.429 3.985 -1.031  -0.929
7 O -2.271 0.906 1.311  -0.932
8 O 2.612 -0.587 -2.455  -0.925
9 O 0.348 -0.068 -0.312  -0.946
10 O -0.020 1.654 2.909  -0.925
11 H -4.020 -2.216 1.152  0.461
12 H 3.267 -0.776 -1.773  0.448
13 H 0.018 1.777 1.954  0.462
14 H -2.361 1.861 1.223  0.442
15 H -2.188 -1.207 -1.519  0.472
16 H 3.198 -2.075 0.200  0.464
17 H 3.176 2.454 -0.718  0.470
18 H -1.383 0.722 0.984  0.486
19 H -0.681 -3.228 2.035  0.472
20 H -4.185 -0.708 1.056  0.469
21 H 3.139 -0.365 -3.231  0.475
22 H -2.151 3.457 -0.672  0.465
23 H 2.360 3.683 -0.356  0.469
24 H -0.338 -4.702 1.898  0.460
25 H 3.551 -2.410 -1.240  0.456
26 H -0.197 2.537 3.252  0.461
27 H 1.304 -0.051 -0.189  0.464
28 H -1.605 -1.957 -2.706  0.458
29 H -0.738 3.923 -0.363  0.464
30 H 0.212 0.374 -1.157  0.486

Results
Lowest unoccupied orbital energy in eV: -0.056
HOMO-LUMO gap in eV: 10.55
Structure (SMILES): O.O.O.O.O.O.O.O.O.O
Highest occupied orbital energy in eV: -10.6


Arrangement x

H20O10 | ωB97M-V/def2-TZVPD

Last column: natural (NBO) charge in e.
Positions of all 30 atoms, in Å:
1 O 2.425 2.128 -1.580  -0.813
2 O -1.362 -0.562 -1.776  -0.976
3 O 0.348 -0.124 0.322  -0.952
4 O 2.082 -1.775 -1.960  -0.998
5 O 0.347 2.211 -1.236  -1.074
6 O 1.668 -1.806 1.256  -0.995
7 O 0.340 3.060 1.307  -0.982
8 O -3.425 -0.734 0.513  -0.971
9 O -1.897 -3.120 0.513  -0.953
10 O 0.051 -0.155 3.136  -0.978
11 H 1.749 -1.849 -0.977  0.507
12 H -2.172 -0.434 -2.553  0.490
13 H 2.022 -2.698 -2.408  0.482
14 H 2.956 1.433 -1.671  0.506
15 H -0.297 2.425 1.659  0.467
16 H -0.976 0.333 -1.569  0.485
17 H 0.442 0.734 -0.098  0.512
18 H -0.152 2.645 -1.835  0.478
19 H -0.530 -0.382 0.018  0.511
20 H -3.916 -0.407 1.263  0.498
21 H 0.957 -2.256 1.875  0.468
22 H -3.365 -0.243 -0.239  0.484
23 H -2.387 -2.328 0.350  0.483
24 H -1.731 -3.031 1.458  0.458
25 H 2.911 2.757 -1.008  0.513
26 H 1.064 -1.205 0.776  0.463
27 H 1.358 2.083 -1.356  0.456
28 H 0.130 0.241 2.091  0.478
29 H 0.416 2.928 0.355  0.484
30 H 0.950 0.129 3.377  0.468

Results
Lowest unoccupied orbital energy in eV: -0.199
HOMO-LUMO gap in eV: 9.76
Highest occupied orbital energy in eV: -10.0


The computed energies, referenced to the most stable structure and given in hartree, are arrangement w 0.0000; arrangement x 0.0800.